No. 1
C24H44GaN3O10S4 as an isolated structure in a non-equilibrium geometry. Source: the Open Molecules 2025 dataset; level of theory: the ωB97M-V functional and the def2-TZVPD basis.

Computed properties:
LUMO (eV): 2.890
Charge: -2
HOMO-LUMO gap (eV): 1.94
HOMO level (eV): 0.95
Calculated total energy (Ha): -5374.903817

Geometry (Å):
C: 6.67 2.39 -1.94
C: 5.47 3.32 -2.33
O: 5.59 4.51 -2.04
N: 4.31 2.90 -3.02
C: 3.78 1.60 -2.56
C: 3.27 3.97 -3.08
C: 1.85 3.42 -3.54
C: 0.88 4.69 -3.67
C: 0.42 5.26 -2.26
Ga: -0.72 3.97 -1.12
C: -2.68 3.78 -1.77
C: -2.79 2.75 -2.98
S: -3.32 1.05 -2.38
C: -1.75 0.11 -2.45
N: -0.95 0.00 -1.38
N: 0.11 -0.72 -1.85
C: -0.08 -1.01 -3.14
O: -1.30 -0.49 -3.59
C: -0.78 4.81 0.80
O: -0.21 4.26 1.78
O: -1.41 5.98 1.01
H: 7.30 2.95 -1.20
H: 7.26 1.99 -2.80
H: 6.27 1.50 -1.36
H: 3.29 1.12 -3.46
H: 4.55 0.87 -2.21
H: 2.98 1.68 -1.77
H: 3.09 4.48 -2.10
H: 3.60 4.69 -3.88
H: 1.91 2.84 -4.50
H: 1.38 2.79 -2.74
H: -0.05 4.34 -4.20
H: 1.41 5.48 -4.28
H: -0.17 6.21 -2.39
H: 1.30 5.53 -1.62
H: -0.07 2.51 -0.93
H: -2.98 4.78 -2.18
H: -3.41 3.47 -0.98
H: -1.75 2.67 -3.41
H: -3.44 3.10 -3.83
H: 0.62 -1.57 -3.79
C: 1.92 -2.37 2.14
C: 2.58 -1.34 3.07
C: 4.07 -1.30 2.72
S: 4.19 -1.76 1.00
O: 4.89 -3.03 0.90
O: 4.58 -0.61 0.23
C: 2.45 -2.07 0.75
H: 0.83 -2.30 2.18
H: 2.21 -3.38 2.44
H: 2.14 -0.36 2.90
H: 2.43 -1.59 4.12
H: 4.49 -0.31 2.86
H: 4.63 -2.03 3.31
H: 2.31 -2.89 0.05
H: 2.01 -1.15 0.35
C: 0.86 -6.17 5.32
C: -0.02 -5.23 6.16
C: 0.91 -4.37 7.02
S: 2.45 -4.24 6.10
O: 3.49 -4.91 6.85
O: 2.60 -2.89 5.62
C: 1.96 -5.29 4.75
H: 0.29 -6.66 4.54
H: 1.29 -6.94 5.97
H: -0.61 -4.60 5.50
H: -0.72 -5.79 6.79
H: 0.50 -3.38 7.18
H: 1.13 -4.84 7.97
H: 2.82 -5.86 4.39
H: 1.57 -4.65 3.95
C: -7.94 -2.16 -2.02
C: -8.83 -1.23 -1.19
C: -7.91 -0.36 -0.32
S: -6.36 -0.22 -1.23
O: -5.34 -0.89 -0.47
O: -6.22 1.12 -1.71
C: -6.84 -1.28 -2.59
H: -8.51 -2.66 -2.81
H: -7.51 -2.93 -1.37
H: -9.42 -0.59 -1.86
H: -9.54 -1.79 -0.57
H: -8.32 0.63 -0.17
H: -7.70 -0.83 0.64
H: -5.97 -1.84 -2.94
H: -7.22 -0.64 -3.39

Atom charges from the Mulliken analysis, given in e for atoms 1 to 8:
1. C -0.75
2. C 0.71
3. O -0.61
4. N 0.07
5. C -0.94
6. C -0.76
7. C 0.15
8. C -0.70

No. 2
C18H17N3O4S as an isolated structure in a non-equilibrium geometry. Source: the Open Molecules 2025 dataset; level of theory: the ωB97M-V functional and the def2-TZVPD basis.

Computed properties:
LUMO (eV): -0.487
Relative energy (zero: lowest compared OMol25 entry of this formula, charge and spin) (kcal/mol): 443.7
HOMO-LUMO gap (eV): 7.82
HOMO level (eV): -8.30
Calculated total energy (Ha): -1558.891284

Geometry (Å):
C: -6.05 2.36 -4.11
H: -6.57 3.19 -4.81
O: -4.79 2.78 -4.04
C: -3.82 2.08 -3.26
C: -2.40 2.74 -3.12
C: -1.53 1.92 -2.24
C: -1.86 0.68 -1.59
C: -3.06 0.05 -2.08
C: -4.02 0.74 -2.74
H: -5.10 0.40 -2.83
H: -3.41 -1.11 -1.58
C: -0.74 -0.26 -1.12
N: 0.44 0.46 -0.94
N: 1.06 -0.62 -0.20
C: 0.62 -1.62 0.06
N: 1.09 -2.65 1.01
C: 2.18 -2.42 1.76
O: 2.60 -3.56 2.32
C: 2.65 -1.28 1.84
C: 1.78 -0.40 2.74
C: 2.34 0.90 3.00
C: 3.54 1.18 2.97
C: 4.37 0.37 2.16
C: 3.96 -0.86 1.87
O: 5.08 -1.62 0.79
C: 4.63 -2.66 0.29
H: 3.82 -2.40 -0.23
H: 4.53 -3.65 0.97
H: 5.55 -2.84 -0.16
H: 5.38 0.83 1.97
H: 3.88 2.18 3.05
H: 1.69 1.59 3.48
O: 0.54 -0.87 2.85
C: -0.31 0.10 3.48
H: -0.51 0.94 2.91
H: -1.40 -0.79 3.47
H: -0.01 0.26 4.33
H: 0.46 -3.57 1.08
S: -1.15 -1.79 -0.36
H: -0.57 2.09 -2.06
H: -2.43 3.63 -3.33
H: -6.01 1.30 -4.48
H: -6.44 2.19 -3.13

Atom charges from the Mulliken analysis, given in e for atoms 1 to 8:
1. C -0.78
2. H 0.20
3. O -0.36
4. C 0.79
5. C -1.15
6. C -0.39
7. C 0.17
8. C -0.59

No. 3
A 2-piece molecular cluster, CH5N3O overall in a non-equilibrium geometry. Source: the Open Molecules 2025 dataset; level of theory: the ωB97M-V functional and the def2-TZVPD basis.

Computed properties:
LUMO (spin up / spin down) (eV): 0.705 / 0.813
Relative energy (zero: lowest compared OMol25 entry of this formula, charge and spin) (kcal/mol): 145.8
HOMO-LUMO gap (spin up / spin down) (eV): 8.18 / 9.08
HOMO level (spin up / spin down) (eV): -7.47 / -8.27
Calculated total energy (Ha): -280.372080

Geometry (Å):
C: 1.38 -0.39 -0.23
N: -1.61 -0.64 0.09
N: -2.31 0.22 -0.19
N: -0.10 1.44 -0.10
O: 0.16 0.20 0.38
H: 2.25 0.04 0.38
H: 1.46 0.26 -1.18
H: 1.32 -1.48 -0.20
H: -1.90 -1.53 0.37
H: -0.65 1.87 0.68

Atom charges from the Mulliken analysis, given in e for atoms 1 to 8:
1. C -0.48
2. N 0.33
3. N -0.41
4. N -0.48
5. O -0.16
6. H 0.22
7. H 0.29
8. H 0.25

No. 4
An isolated ion of composition C8H21N4 and charge +1 in a non-equilibrium geometry. Source: the Open Molecules 2025 dataset; level of theory: the ωB97M-V functional and the def2-TZVPD basis.

Computed properties:
LUMO (eV): -2.785
Charge: +1
Relative energy (zero: lowest compared OMol25 entry of this formula, charge and spin) (kcal/mol): 8.6
HOMO-LUMO gap (eV): 9.20
HOMO level (eV): -11.99
Calculated total energy (Ha): -536.155852

Geometry (Å):
C: 0.89 3.25 -0.90
N: -0.25 2.42 -1.16
C: -1.04 2.91 -2.29
C: 0.09 0.98 -1.14
H: 0.59 4.28 -1.09
H: 1.19 3.13 0.15
H: 1.77 3.01 -1.54
H: -0.91 4.00 -2.30
H: -0.73 2.50 -3.27
H: -2.09 2.68 -2.13
H: -0.26 0.55 -2.11
H: 1.19 0.89 -1.12
C: 1.44 -2.74 0.20
N: 0.45 -1.74 -0.16
C: 0.24 -1.70 -1.62
C: -0.06 -0.80 0.63
N: -0.48 0.37 0.04
N: -0.41 -0.98 1.93
C: 0.22 -1.90 2.87
C: -1.71 -0.48 2.42
H: 1.29 -3.17 1.19
H: 1.32 -3.55 -0.54
H: 2.47 -2.31 0.10
H: -0.78 -1.36 -1.86
H: 1.03 -1.08 -2.10
H: 0.37 -2.73 -1.98
H: -0.79 1.04 0.75
H: 1.20 -2.22 2.50
H: 0.39 -1.39 3.83
H: -0.45 -2.75 3.04
H: -2.37 -0.20 1.59
H: -2.20 -1.28 2.98
H: -1.60 0.38 3.10

Atom charges from the Mulliken analysis, given in e for atoms 1 to 8:
1. C -1.00
2. N 0.06
3. C -0.93
4. C -0.97
5. H 0.40
6. H 0.29
7. H 0.31
8. H 0.34

No. 5
C18H45BGaNO11PS as an isolated structure in a non-equilibrium geometry. Source: the Open Molecules 2025 dataset; level of theory: the ωB97M-V functional and the def2-TZVPD basis.

Computed properties:
LUMO (eV): 2.349
Charge: -1
HOMO-LUMO gap (eV): 7.02
HOMO level (eV): -4.67
Calculated total energy (Ha): -4284.492557

Geometry (Å):
C: 0.48 -4.96 -7.73
C: 1.53 -5.85 -7.12
O: 2.55 -6.19 -7.74
O: 1.24 -6.38 -5.90
C: 1.04 -5.44 -4.82
C: 0.23 -6.11 -3.72
C: 0.77 -5.88 -2.30
C: 0.58 -4.44 -1.78
Ga: 2.06 -3.12 -2.24
B: 3.89 -3.82 -1.37
N: 4.08 -3.83 0.06
O: 4.96 -4.29 -2.13
P: 1.50 -1.07 -1.11
O: 2.81 -0.51 -0.28
O: 0.52 -1.35 0.17
S: 0.74 0.35 -2.22
H: -0.03 -5.53 -8.51
H: 0.97 -4.10 -8.20
H: -0.25 -4.60 -7.01
H: 0.54 -4.54 -5.19
H: 2.02 -5.11 -4.44
H: 0.25 -7.19 -3.94
H: -0.82 -5.78 -3.77
H: 1.82 -6.20 -2.27
H: 0.22 -6.57 -1.64
H: -0.40 -4.07 -2.11
H: 0.53 -4.48 -0.69
H: 2.22 -2.84 -3.81
H: 3.25 -4.01 0.59
H: 4.87 -4.36 0.41
H: 4.86 -3.96 -3.02
H: 3.59 -0.99 -0.58
H: 1.02 -1.77 0.87
C: -4.90 4.70 -3.03
O: -3.99 3.73 -2.58
C: -2.67 3.88 -3.09
C: -1.61 3.75 -2.01
O: -1.59 4.80 -1.06
C: -2.59 4.85 -0.06
C: -2.50 3.76 0.98
O: -2.89 2.50 0.45
C: -2.03 1.42 0.76
H: -5.29 4.45 -4.03
H: -5.74 4.71 -2.33
H: -4.46 5.69 -3.06
H: -2.56 4.84 -3.59
H: -2.48 3.09 -3.82
H: -0.65 3.82 -2.52
H: -1.64 2.76 -1.54
H: -3.60 4.91 -0.48
H: -2.39 5.79 0.46
H: -3.17 4.02 1.81
H: -1.48 3.72 1.37
H: -0.98 1.72 0.69
H: -2.19 0.65 0.01
H: -2.23 1.00 1.75
C: 0.20 2.38 8.67
O: 0.08 1.74 7.42
C: -1.17 1.90 6.78
C: -1.05 2.28 5.32
O: -0.53 3.57 5.07
C: 0.86 3.79 5.25
C: 1.75 3.15 4.21
O: 1.79 1.74 4.35
C: 1.77 1.01 3.14
H: -0.24 1.77 9.47
H: 1.26 2.50 8.87
H: -0.27 3.36 8.67
H: -1.77 2.66 7.30
H: -1.71 0.95 6.83
H: -2.07 2.31 4.93
H: -0.51 1.51 4.76
H: 1.19 3.54 6.26
H: 0.98 4.87 5.13
H: 2.77 3.55 4.35
H: 1.42 3.43 3.21
H: 1.09 1.46 2.40
H: 1.41 0.01 3.37
H: 2.77 0.94 2.70

Atom charges from the Mulliken analysis, given in e for atoms 1 to 8:
1. C -0.77
2. C 0.62
3. O -0.59
4. O -0.28
5. C -0.09
6. C -0.84
7. C -0.76
8. C -0.71

No. 6
A 2-piece molecular cluster, C4H15N2OS overall in a non-equilibrium geometry. Source: the Open Molecules 2025 dataset; level of theory: the ωB97M-V functional and the def2-TZVPD basis.

Computed properties:
LUMO (eV): -3.220
Charge: +1
Relative energy (zero: lowest compared OMol25 entry of this formula, charge and spin) (kcal/mol): 17.4
HOMO-LUMO gap (eV): 8.72
HOMO level (eV): -11.94
Calculated total energy (Ha): -744.085622

Geometry (Å):
C: 0.84 -0.28 0.71
N: -0.26 0.58 0.33
C: -0.85 0.31 -0.99
C: -1.17 -1.16 -1.28
S: 0.06 -2.03 -2.28
C: 2.18 0.43 0.50
N: 2.00 1.89 0.71
H: 0.89 -1.13 0.06
H: 0.72 -0.69 1.68
H: -1.01 0.68 0.99
H: -0.35 0.76 -1.79
H: -1.80 0.85 -1.02
H: -1.38 -1.70 -0.37
H: -2.13 -1.21 -1.80
H: -0.25 -1.60 -3.51
H: 2.54 0.31 -0.52
H: 2.99 0.06 1.13
H: 2.67 2.41 0.15
H: 2.11 2.14 1.69
H: 1.05 2.15 0.40
H: -3.47 -1.07 1.20
H: -2.64 -1.13 2.40
O: -2.75 -0.57 1.61

Atom charges from the Mulliken analysis, given in e for atoms 1 to 8:
1. C -0.10
2. N -0.34
3. C -0.58
4. C -0.92
5. S -0.17
6. C -0.88
7. N -0.23
8. H 0.06

No. 7
C3H3O4Sn as an isolated structure in a non-equilibrium geometry. Source: the Open Molecules 2025 dataset; level of theory: the ωB97M-V functional and the def2-TZVPD basis.

Computed properties:
LUMO (spin up / spin down) (eV): -11.838 / -12.081
Charge: +2
Relative energy (zero: lowest compared OMol25 entry of this formula, charge and spin) (kcal/mol): 61.9
HOMO-LUMO gap (spin up / spin down) (eV): 7.37 / 7.23
HOMO level (spin up / spin down) (eV): -19.20 / -19.31
Calculated total energy (Ha): -630.476102
Spin multiplicity: 2

Geometry (Å):
C: 0.04 -0.97 -1.88
C: -0.92 -0.04 -1.66
H: -1.50 0.49 -0.91
Sn: 0.56 -2.66 -2.90
O: 0.50 0.35 -1.92
O: -2.80 -1.03 -2.48
C: -4.01 -1.00 -2.28
O: -4.59 -0.49 -1.22
O: -4.83 -1.65 -3.06
H: -3.95 -0.11 -0.60
H: -5.74 -1.63 -2.74

Atom charges from the Mulliken analysis, given in e for atoms 1 to 8:
1. C -0.21
2. C 0.51
3. H 0.35
4. Sn 1.32
5. O -0.09
6. O -0.55
7. C 0.75
8. O -0.38

No. 8
One molecule with the formula C3H3NS2 in a non-equilibrium geometry. Source: the Open Molecules 2025 dataset; level of theory: the ωB97M-V functional and the def2-TZVPD basis.

Computed properties:
LUMO (eV): 0.058
Relative energy (zero: lowest compared OMol25 entry of this formula, charge and spin) (kcal/mol): 54.0
HOMO-LUMO gap (eV): 7.98
HOMO level (eV): -7.92
Calculated total energy (Ha): -967.129881

Geometry (Å):
C: 1.31 -0.26 0.05
C: -0.18 0.27 1.49
C: -0.67 -0.12 -1.04
N: 0.69 -0.45 -0.99
S: 0.34 0.63 3.00
S: -1.55 0.31 0.55
H: 2.29 -0.28 0.32
H: -0.86 0.73 -1.71
H: -1.37 -0.85 -1.66

Atom charges from the Mulliken analysis, given in e for atoms 1 to 8:
1. C -0.09
2. C 0.05
3. C -0.32
4. N -0.37
5. S -0.25
6. S -0.05
7. H 0.42
8. H 0.30

| no. | molecular weight (g/mol) |
| --- | --- |
| 1 | 732.618 |
| 2 | 371.418 |
| 3 | 75.071 |
| 4 | 173.284 |
| 5 | 595.130 |
| 6 | 139.244 |
| 7 | 221.764 |
| 8 | 117.198 |